*A*
{"formula": "C5H13N", "method": "wB97M-V/def2-TZVPD", "homo_lumo_gap_ev": 10.5, "smiles": "C=CCC.CN", "charge": 0, "species": ["C", "H", "H", "H", "H", "H", "H", "H", "H", "C", "C", "H", "H", "C", "H", "C", "N", "H", "H"], "positions_angstrom": [[2.25, 0.32, -1.44], [-3.49, 0.69, 2.55], [2.63, -1.36, -0.11], [0.38, -2.02, 0.35], [3.93, 0.59, -0.19], [-1.69, 0.82, 0.87], [3.73, 1.79, -1.58], [-0.35, -0.86, -0.76], [-2.26, -0.64, 0.83], [-3.67, 0.71, 1.45], [3.38, 0.93, -1.03], [-4.46, 0.03, 1.21], [1.79, -1.72, -1.65], [0.51, -1.00, -0.07], [1.60, 0.86, -2.12], [1.83, -1.00, -0.81], [-2.54, 0.38, 0.59], [0.48, -0.26, 0.74], [-4.03, 1.75, 1.17]], "mulliken_charge": [-0.14, 0.25, 0.29, 0.29, 0.25, 0.22, 0.26, 0.35, 0.24, -0.72, -0.75, 0.31, 0.27, -1.04, 0.34, -0.43, -0.54, 0.30, 0.26]}

***

*B*
{"formula": "C5H13N", "method": "wB97M-V/def2-TZVPD", "homo_lumo_gap_ev": 9.9, "smiles": "CNCC(C)C", "charge": 0, "species": ["H", "C", "H", "C", "H", "H", "N", "C", "H", "H", "H", "C", "H", "C", "H", "H", "H", "H", "H"], "positions_angstrom": [[0.63, 0.36, -1.49], [-1.70, 1.51, -0.49], [-2.43, -0.14, 1.62], [2.46, -1.26, -0.58], [3.23, -0.50, -0.20], [-1.29, 2.43, 0.03], [1.12, -1.00, -0.03], [-0.99, 0.19, -0.12], [1.20, -1.13, 1.01], [1.03, 1.19, 0.10], [-2.77, 1.38, -0.20], [-1.32, -0.20, 1.36], [-1.70, 1.70, -1.61], [0.53, 0.28, -0.37], [2.35, -1.26, -1.67], [-0.96, -1.20, 1.60], [-0.86, 0.49, 2.06], [-1.42, -0.62, -0.75], [2.89, -2.20, -0.26]], "mulliken_charge": [0.36, -1.36, 0.36, -0.82, 0.27, 0.30, -0.31, 0.77, 0.22, 0.28, 0.37, -1.48, 0.34, -0.73, 0.28, 0.36, 0.34, 0.13, 0.31]}

***

*C*
{"formula": "C5H13N", "method": "wB97M-V/def2-TZVPD", "homo_lumo_gap_ev": 5.1, "charge": 0, "species": ["C", "H", "H", "H", "H", "C", "H", "H", "N", "C", "C", "H", "H", "H", "H", "H", "C", "H", "H"], "positions_angstrom": [[0.06, -0.66, 0.61], [0.72, 1.06, 1.80], [-1.84, -1.92, -0.41], [1.13, -0.59, 0.74], [-1.42, -1.47, -2.21], [-0.60, 0.59, 1.28], [1.84, -4.00, -1.12], [-2.20, -0.19, -1.02], [-0.09, -0.75, -0.84], [0.23, 1.88, 1.10], [-1.47, -1.11, -1.13], [0.18, 2.57, -1.05], [1.21, -3.73, -1.58], [-1.18, 0.37, 2.20], [-0.34, -1.53, 1.09], [-0.07, 2.78, 1.65], [0.88, 2.25, -0.23], [1.33, 1.36, -0.65], [1.62, 3.11, -0.24]], "mulliken_charge": [-1.04, 0.19, 0.29, 0.42, 0.27, -0.10, 0.09, 0.19, -0.47, -0.13, -0.73, 0.26, -0.09, 0.37, 0.52, 0.32, -0.98, 0.30, 0.31]}

***

*D*
{"formula": "C5H13N", "method": "wB97M-V/def2-TZVPD", "homo_lumo_gap_ev": 8.5, "smiles": "C=NC.CCC", "charge": 0, "species": ["H", "H", "H", "C", "H", "C", "H", "C", "H", "C", "H", "H", "H", "N", "H", "H", "C", "H", "H"], "positions_angstrom": [[2.21, 1.09, 2.93], [2.51, 1.96, -0.62], [2.92, 0.27, -0.75], [2.68, 1.07, -0.02], [-3.58, -2.28, -0.88], [-1.91, -0.37, -0.94], [0.43, 1.17, 2.63], [-3.25, -2.09, -1.92], [-0.99, -0.51, -0.38], [1.41, 1.32, 2.19], [-4.14, -1.67, -2.48], [-2.91, -3.02, -2.38], [0.73, 0.34, 0.43], [-2.16, -1.08, -1.98], [3.66, 1.27, 0.45], [-2.73, 0.26, -0.54], [1.69, 0.46, 0.93], [1.75, -0.55, 1.38], [1.69, 2.36, 1.96]], "mulliken_charge": [0.28, 0.34, 0.32, -1.20, 0.26, -0.25, 0.35, -0.62, 0.18, -1.14, 0.25, 0.25, -0.16, -0.37, 0.33, 0.31, 0.22, 0.35, 0.31]}

***

The relative energies come out as *A* 0.0296; *B* 0.0000; *C* 0.2695; *D* 0.1063, with values in hartree.

***

*A*
{"formula": "C5H9NS", "method": "wB97M-V/def2-TZVPD", "homo_lumo_gap_ev": 9.3, "charge": 0, "species": ["H", "C", "C", "S", "N", "C", "H", "H", "H", "C", "H", "H", "H", "C", "H", "H"], "positions_angstrom": [[2.94, 0.48, 0.21], [1.03, -0.20, -0.56], [-1.01, 1.09, -0.53], [-1.64, -0.61, -0.22], [2.46, -0.30, -0.53], [0.23, 0.32, 1.42], [0.73, -0.28, -1.61], [-0.83, 1.39, -1.54], [-1.69, 1.85, -0.07], [0.36, 1.11, 0.09], [0.73, 2.22, 0.09], [-0.55, 0.66, 2.08], [1.18, 0.23, 1.84], [0.02, -0.87, 0.45], [2.59, -1.48, -0.18], [0.16, -1.85, 1.07]], "mulliken_charge": [0.34, -0.40, -0.83, -0.21, -0.65, -0.70, 0.41, 0.40, 0.42, -0.31, 0.26, 0.32, 0.33, -0.09, 0.34, 0.37]}

***

*B*
{"formula": "C5H9NS", "method": "wB97M-V/def2-TZVPD", "homo_lumo_gap_ev": 9.7, "smiles": "N[C@@H]1CC[C@H]2S[C@H]12", "charge": 0, "species": ["H", "C", "H", "H", "H", "H", "C", "H", "C", "N", "S", "H", "C", "C", "H", "H"], "positions_angstrom": [[-0.67, -2.76, -0.18], [-1.02, 0.67, 0.18], [-1.75, 0.63, -0.65], [0.02, 2.20, -1.10], [-1.51, 1.17, 1.05], [1.16, 0.17, 1.58], [1.02, -0.41, 0.66], [-0.87, -1.12, 1.49], [-0.44, -0.77, 0.53], [-0.88, -1.80, -0.45], [2.70, -0.48, -0.01], [-0.56, -1.71, -1.42], [0.21, 1.58, -0.24], [1.20, 0.42, -0.54], [0.80, -0.04, -1.45], [0.60, 2.25, 0.54]], "mulliken_charge": [0.24, -0.57, 0.39, 0.30, 0.24, 0.25, -0.12, 0.34, -0.15, -0.60, -0.14, 0.23, -0.76, -0.09, 0.15, 0.30]}

***

The relative energies come out as *A* 0.0084; *B* 0.0000, with values in hartree.

***

*A*
{"formula": "C3H2N2O", "method": "wB97M-V/def2-TZVPD", "homo_lumo_gap_ev": [9.5, 9.5], "smiles": "C1c2nonc21", "charge": 0, "species": ["C", "O", "C", "N", "H", "H", "N", "C"], "positions_angstrom": [[-0.06, 0.62, 0.04], [-2.12, 0.10, -0.03], [0.02, -0.74, 0.04], [-1.68, -1.11, -0.02], [1.87, 0.02, -0.92], [1.92, -0.03, 0.90], [-1.26, 1.16, -0.01], [1.31, -0.02, 0.00]], "mulliken_charge": [0.33, 0.03, -0.09, -0.08, 0.20, 0.20, -0.34, -0.25]}

***

*B*
{"formula": "C3H2N2O", "method": "wB97M-V/def2-TZVPD", "homo_lumo_gap_ev": [7.4, 7.4], "charge": 0, "species": ["C", "H", "C", "N", "C", "O", "H", "N"], "positions_angstrom": [[0.78, -0.14, -0.10], [1.27, -0.65, 0.89], [0.64, 1.27, 0.14], [-2.60, -1.05, 0.41], [-1.56, -0.87, -0.09], [0.24, 2.33, 0.02], [1.64, -0.34, -0.63], [-0.42, -0.55, -0.63]], "mulliken_charge": [-0.36, 0.28, 0.56, -0.50, 0.46, -0.16, 0.34, -0.63]}

***

The relative energies come out as *A* 0.1722; *B* 0.0000, with values in hartree.